Entry P
Computed, not measured: 2 unconnected molecules or ions with the total composition C3H5NOS, with ωB97M-V/def2-TZVPD.

Last column: natural (NBO) charge in e.
Element x y z (Å)
C1 0.925 1.087 -0.419  0.1406
C2 1.185 -0.362 -0.451  -0.1910
C3 -0.422 0.197 1.012  0.4319
N1 0.067 1.404 0.496  -0.4243
O1 0.220 -0.876 0.511  -0.4465
S1 -2.602 -0.139 -0.389  -0.5651
H1 1.584 1.684 -1.040  0.2185
H2 0.931 -1.044 -1.272  0.2562
H3 2.262 -0.694 -0.177  0.2299
H4 -0.917 0.065 1.942  0.2284
H5 -3.233 -1.321 -0.215  0.1213

For the frontier orbital gap (spin up / spin down), the calculation gives 6.802 / 6.783 eV. The charge is 0.

***

Entry Q
Computed, not measured: 2 unconnected molecules or ions with the total composition C3H5NOS, with ωB97M-V/def2-TZVPD.

Last column: natural (NBO) charge in e.
Element x y z (Å)
C1 1.071 -0.435 -0.419  0.5285
C2 1.400 0.753 0.459  -0.5577
C3 0.566 0.806 -0.748  -0.2807
N1 -2.088 -0.860 0.194  -0.9366
O1 1.033 -1.635 -0.371  -0.5220
S1 -1.888 0.670 -0.236  0.3268
H1 1.056 0.826 1.545  0.2298
H2 2.350 1.263 0.373  0.2211
H3 0.295 1.368 -1.518  0.2238
H4 -2.083 -1.144 1.092  0.3704
H5 -1.711 -1.611 -0.371  0.3966

For the frontier orbital gap (spin up / spin down), the calculation gives 7.260 / 7.343 eV. The charge is 0.

***

Entry R
Computed, not measured: a molecular structure, C3H5NOS, with ωB97M-V/def2-TZVPD.

Last column: natural (NBO) charge in e.
Element x y z (Å)
C1 -1.173 1.009 0.286  0.5379
C2 1.369 0.776 -0.473  -0.1517
C3 -0.265 -1.400 0.026  -0.4252
N1 -0.300 0.033 -0.205  -0.4685
O1 -2.230 0.840 0.831  -0.5788
S1 2.762 0.185 -0.034  0.1746
H1 -0.629 1.996 0.145  0.0916
H2 1.228 1.742 -0.895  0.1888
H3 -1.230 -1.881 -0.006  0.2293
H4 0.359 -1.661 -0.732  0.2067
H5 0.109 -1.639 1.057  0.1952

For the frontier orbital gap, the calculation gives 8.712 eV. The charge is 0.

***

Least stable structure: entry Q

***

Entry P
Computed, not measured: 2 unconnected molecules or ions with the total composition C3H5NOS, with ωB97M-V/def2-TZVPD.

Last column: natural (NBO) charge in e.
Element x y z (Å)
C1 -3.029 -0.756 0.484  0.2198
C2 -0.693 2.354 0.230  -0.6954
C3 -1.908 0.066 0.419  -0.6074
N1 -3.972 -1.428 0.573  -0.3277
O1 0.738 -1.656 -0.680  -0.9412
S1 -2.114 1.627 -0.217  0.7012
H1 0.173 1.786 0.740  0.2274
H2 1.356 -1.419 -1.307  0.4687
H3 -0.350 3.241 -0.274  0.2192
H4 -0.945 -0.292 0.499  0.2587
H5 1.025 -2.480 -0.276  0.4767

For the frontier orbital gap (spin up / spin down), the calculation gives 7.226 / 7.738 eV. The charge is 0.

***

Entry Q
Computed, not measured: a single C3H5NOS molecule, with ωB97M-V/def2-TZVPD.

Last column: natural (NBO) charge in e.
Element x y z (Å)
N1 0.478 1.476 0.074  -0.7664
C1 0.968 0.204 0.009  0.0695
S1 2.510 -0.075 -0.157  -0.1200
C2 0.055 -0.987 0.029  -0.5973
C3 -1.365 -0.537 -0.005  0.4528
O1 -1.786 0.588 -0.301  -0.5417
H1 -0.484 1.665 0.163  0.4223
H2 1.167 2.249 0.050  0.4061
H3 0.240 -1.632 -0.832  0.2821
H4 0.311 -1.595 0.849  0.2690
H5 -2.092 -1.356 0.121  0.1237

For the frontier orbital gap, the calculation gives 8.842 eV. Its SMILES is NC(=S)CC=O. The charge is 0.

***

Least stable structure: entry P

***

Entry P
Computed, not measured: a single C3H5NOS molecule, with ωB97M-V/def2-TZVPD.

Last column: natural (NBO) charge in e.
Element x y z (Å)
C1 1.698 0.140 0.064  -0.0509
C2 2.531 1.010 0.140  -0.1921
C3 0.721 -0.945 0.036  -0.1524
N1 -2.440 1.215 0.345  -1.0760
O1 -0.490 -0.443 0.631  -0.7270
S1 -1.981 -0.146 -0.162  1.1314
H1 -2.677 -1.049 0.672  0.0323
H2 3.198 1.801 0.281  0.2314
H3 0.752 -1.323 -1.113  0.2115
H4 0.860 -1.880 0.668  0.2298
H5 -2.709 1.743 -0.451  0.3620

For the frontier orbital gap, the calculation gives 10.228 eV. The charge is 0.

***

Entry Q
Computed, not measured: a molecular structure, C3H5NOS, with ωB97M-V/def2-TZVPD.

Last column: natural (NBO) charge in e.
Element x y z (Å)
C1 -0.906 -1.035 1.072  0.1943
C2 -0.396 -1.886 0.150  -0.5550
C3 0.668 1.625 -0.763  -0.4623
N1 -0.057 0.379 -0.701  -0.3447
O1 -0.837 0.283 0.942  -0.4425
S1 0.789 -1.058 -0.863  0.5134
H1 -1.458 -1.448 2.058  0.2180
H2 -0.334 -2.862 0.367  0.2247
H3 0.277 2.165 -1.590  0.2129
H4 0.564 2.222 0.272  0.2474
H5 1.690 1.617 -0.945  0.1938

For the frontier orbital gap (spin up / spin down), the calculation gives 7.446 / 7.448 eV. The charge is 0.

***

Least stable structure: entry P